No. 1
Entry from the OMol25 dataset: a cluster of 2 separate species, C2H2Cl3N3O in total in a non-equilibrium geometry (the ωB97M-V functional and the def2-TZVPD basis).

```
! wB97M-V def2-TZVPD RIJCOSX def2/J DEFGRID3
* xyz 0 1
C -0.5777 1.9779 0.1488
C 0.0856 0.0799 -1.1504
N -0.0284 1.3052 -0.6844
N -1.5677 -0.7013 0.2033
N -0.5900 -0.8264 -0.5700
O -0.9245 2.8798 0.7728
Cl 2.4574 0.3984 1.5420
Cl -1.7080 -1.7178 1.4708
Cl 0.0921 -2.5532 -1.0152
H 0.6651 -0.0392 -2.0145
H 2.0961 -0.8031 1.2968
*
```

Computed properties:
F_max: 0.05257 Eh/bohr
Kohn-Sham gap (spin up / spin down): 7.6 / 7.6 eV
DFT total energy: -46187.1724 eV
lowest unoccupied orbital energy (spin up / spin down): -0.0361 / -0.0361 hartree



No. 2
Entry from the OMol25 dataset: a cluster of 2 separate species, C2H2Cl3N3S in total in a non-equilibrium geometry (the ωB97M-V functional and the def2-TZVPD basis).

```
! wB97M-V def2-TZVPD RIJCOSX def2/J DEFGRID3
* xyz 2 1
C -0.4118 -1.7063 0.5144
C 0.3086 0.2466 -0.1365
N -1.3118 -0.8275 0.8335
N 0.6745 -1.0931 -0.1307
N -0.8873 0.3926 0.4181
S -5.6038 -0.2379 0.1753
Cl -0.3291 -3.3025 0.7839
Cl 1.1683 1.5039 -0.7833
Cl -6.5442 1.1482 -0.7480
H 1.4621 -1.4577 -0.6944
H -1.2221 1.3718 0.6217
*
```

Computed properties:
F_max: 0.06469 Eh/bohr
Kohn-Sham gap (spin up / spin down): 5.1 / 5.1 eV
DFT total energy: -54957.9585 eV
lowest unoccupied orbital energy (spin up / spin down): -0.4569 / -0.4566 hartree



No. 3
Entry from the OMol25 dataset: a structure of composition C2H2Cl3NO in a non-equilibrium geometry (the ωB97M-V functional and the def2-TZVPD basis).

```
! wB97M-V def2-TZVPD RIJCOSX def2/J DEFGRID3
* xyz 0 1
C 0.9993 -0.6989 -0.0185
C -1.9063 -0.5922 0.0542
N 1.8718 -0.5378 -0.7685
O 2.6740 -0.1726 -1.5297
Cl -3.4007 -0.8393 -0.7907
Cl -1.3119 0.9733 -0.3721
Cl -2.0353 -0.5203 1.7580
H 0.5353 -1.2028 0.8159
H -1.3072 -1.4158 -0.2821
*
```

Computed properties:
F_max: 0.05107 Eh/bohr
Kohn-Sham gap: 10.6 eV
DFT total energy: -43207.4976 eV
lowest unoccupied orbital energy: 0.0201 hartree



No. 4
Entry from the OMol25 dataset: a cluster of 2 separate species, C2H2Cl6 in total (the ωB97M-V functional and the def2-TZVPD basis).

```
! wB97M-V def2-TZVPD RIJCOSX def2/J DEFGRID3
* xyz 0 1
C 1.4582 -0.1543 -2.3178
Cl 0.2468 -0.8352 -3.3943
Cl 1.8204 1.5547 -2.7350
Cl 3.0050 -1.0445 -2.2974
H 1.0013 -0.1839 -1.3286
C -1.5894 0.1625 2.4078
Cl -1.1599 -0.0894 0.7243
Cl -0.4905 1.2662 3.3017
Cl -1.7515 -1.3711 3.2203
H -2.5404 0.6950 2.4189
*
```

Computed properties:
F_max: 0.01832 Eh/bohr
Kohn-Sham gap: 11.7 eV
DFT total energy: -77240.6627 eV
lowest unoccupied orbital energy: 0.0198 hartree



No. 5
Entry from the OMol25 dataset: an isolated molecule of C2H2ClF in a non-equilibrium geometry (the ωB97M-V functional and the def2-TZVPD basis).

```
! wB97M-V def2-TZVPD RIJCOSX def2/J DEFGRID3
* xyz 0 1
C 0.3691 -0.1077 -0.0048
C 1.5552 -0.6008 0.0740
F 2.0309 -1.8126 -0.0394
Cl 3.2009 0.6304 0.0214
H 0.3630 1.0677 -0.0417
H -0.4982 -0.8233 -0.1304
*
```

Computed properties:
F_max: 0.09191 Eh/bohr
Kohn-Sham gap: 10.8 eV
DFT total energy: -17344.3974 eV
lowest unoccupied orbital energy: 0.0085 hartree



No. 6
Entry from the OMol25 dataset: a structure of composition C2H2ClFNO2 in a non-equilibrium geometry (the ωB97M-V functional and the def2-TZVPD basis).

```
! wB97M-V def2-TZVPD RIJCOSX def2/J DEFGRID3
* xyz -1 1
C 0.1441 1.6818 -0.2402
C 0.0481 -1.2500 0.5299
N -0.4642 0.3807 -0.3810
O -0.2292 2.2451 -1.3122
O 0.7856 2.0638 0.6922
F 0.6026 -2.0903 -0.4237
Cl -1.3066 -1.9498 1.2545
H 0.7615 -0.9728 1.1763
H -0.3419 -0.1086 -1.2958
*
```

Computed properties:
F_max: 0.12055 Eh/bohr
Kohn-Sham gap (spin up / spin down): 7.4 / 7.4 eV
DFT total energy: -22931.1118 eV
lowest unoccupied orbital energy (spin up / spin down): 0.1241 / 0.1241 hartree



> Which of these has the lowest DFT total energy?

C2H2Cl6